# 1
# C60H146F9N8O22

A structure of composition C60H146F9N8O22 at a distorted geometry (ωB97M-V/def2-TZVPD, OMol25).

CARTESIAN COORDINATES (ANGSTROEM)
C: 14.3072 8.5027 11.6613
O: 13.4160 9.4659 11.0689
O: 15.2312 8.3078 10.6725
C: 14.7989 8.8832 13.0650
F: 15.5705 7.9442 13.6410
F: 15.4137 10.0913 13.0536
F: 13.7466 9.1135 13.8943
C: 12.1270 9.8839 11.5745
C: 11.2948 10.2358 10.3624
H: 10.2772 10.0018 10.6997
H: 11.3453 11.2807 10.0747
H: 11.4444 9.5228 9.5557
H: 12.3602 10.7036 12.2574
H: 11.6574 9.0844 12.1589
H: 13.7562 7.5463 11.6998
C: 12.8349 15.2681 10.8796
O: 12.6907 16.1785 9.7703
O: 13.1802 15.8401 12.0096
C: 11.5061 14.4263 10.8897
F: 11.3712 13.6163 9.7833
F: 11.4754 13.6785 12.0125
F: 10.3403 15.1032 10.9373
C: 13.4756 15.8845 8.6404
C: 13.0789 16.7548 7.4528
H: 13.5106 16.3007 6.5595
H: 11.9904 16.7356 7.3540
H: 13.3487 17.8017 7.5691
H: 13.3450 14.8389 8.3317
H: 14.5187 16.1387 8.8646
H: 13.6292 14.5025 10.7106
C: 19.1367 8.1890 13.8815
O: 18.5802 9.4348 13.3723
O: 19.1578 7.2784 12.8989
C: 20.4794 8.5811 14.5248
F: 21.3097 9.1607 13.6727
F: 20.2020 9.4334 15.5668
F: 21.1283 7.5669 15.1488
C: 17.6884 10.2001 14.1715
C: 17.2699 11.3210 13.2454
H: 16.6667 10.9462 12.4421
H: 16.6816 12.0409 13.8189
H: 18.0636 11.9632 12.8560
H: 18.2078 10.5761 15.0539
H: 16.7799 9.6423 14.3592
H: 18.4540 7.8524 14.6898
C: 20.1442 10.8564 8.1486
O: 19.3201 9.9857 8.9277
C: 19.9411 9.2555 9.9574
C: 18.9155 8.5262 10.8381
N: 18.0705 7.5717 10.0207
H: 17.1565 7.5014 10.5132
H: 17.6916 8.0444 9.1979
C: 18.5130 6.2261 9.5649
C: 18.4398 5.2591 10.7617
O: 17.1592 5.0998 11.3441
C: 16.1727 4.5675 10.4917
H: 20.7797 11.4483 8.8074
H: 19.4515 11.4735 7.5800
H: 20.7372 10.3012 7.4199
H: 20.4272 9.9558 10.6458
H: 20.7084 8.5532 9.6140
H: 18.2726 9.3767 11.0694
H: 19.1864 7.9633 11.8124
H: 19.5341 6.2343 9.1874
H: 17.8515 5.9607 8.7412
H: 19.0778 5.6481 11.5547
H: 18.8097 4.2882 10.4197
H: 16.4250 4.1942 9.4990
H: 15.3703 5.3160 10.4469
H: 15.6738 3.7496 11.0240
C: 13.4706 11.0446 5.1061
O: 13.8439 10.5881 6.3863
C: 13.6707 11.5956 7.3886
C: 13.9200 11.0612 8.7518
N: 15.2664 10.4855 8.9691
H: 15.2626 9.9377 9.8526
H: 15.5939 9.8557 8.2433
C: 16.5047 11.4525 9.1390
C: 16.0592 12.6610 9.9323
O: 15.4989 12.2536 11.1358
C: 15.7103 13.2037 12.1521
H: 13.4648 10.2732 4.3377
H: 14.0540 11.9234 4.8196
H: 12.4291 11.3937 5.1391
H: 12.6439 11.9751 7.3204
H: 14.2473 12.4842 7.1055
H: 13.2112 10.2616 8.9582
H: 13.7394 11.7697 9.5606
H: 16.7198 11.5904 8.0809
H: 17.1355 10.6907 9.5948
H: 15.4916 13.2770 9.2248
H: 16.9846 13.2114 10.1416
H: 15.2476 12.8419 13.0697
H: 15.3339 14.2211 12.0133
H: 16.7526 13.2824 12.4646
C: 10.7015 9.5602 6.8108
O: 11.3865 8.3660 6.4497
C: 12.5042 8.0660 7.2814
C: 13.4741 7.3118 6.3907
N: 13.7678 8.0243 5.0982
H: 12.8692 8.3980 4.7743
H: 14.3647 8.8283 5.3000
C: 14.3105 7.1374 3.9962
C: 14.5122 7.9809 2.7493
O: 13.2020 8.2914 2.3299
C: 13.1793 9.1498 1.1764
H: 10.2280 9.3783 7.7812
H: 9.8880 9.5547 6.0854
H: 11.3434 10.4418 6.8125
H: 12.1234 7.5190 8.1461
H: 13.0854 8.8995 7.6871
H: 13.0847 6.3161 6.1785
H: 14.3892 7.1248 6.9547
H: 13.4219 6.5505 3.7572
H: 15.1129 6.4778 4.3109
H: 15.0446 7.3994 1.9920
H: 15.1190 8.8654 2.9792
H: 13.3083 8.5124 0.3029
H: 13.9066 9.9601 1.2467
H: 12.2061 9.6346 1.1309
C: 8.3440 12.1031 8.9574
O: 7.2183 12.8637 8.4967
C: 7.4903 14.2270 8.1819
C: 6.6527 14.5454 6.9792
N: 5.2093 14.0844 7.1391
H: 4.7650 14.4523 6.2950
H: 5.2010 13.0862 6.9292
C: 4.4748 14.4836 8.4089
C: 3.9682 15.8996 8.3206
O: 5.0664 16.7621 8.3072
C: 4.7652 18.0028 7.6957
H: 8.8704 11.7000 8.0887
H: 7.9500 11.2038 9.4360
H: 8.9805 12.5951 9.6905
H: 8.5465 14.3967 7.9630
H: 7.2345 14.9039 9.0020
H: 7.1529 14.1260 6.1061
H: 6.5812 15.6183 6.8118
H: 5.0872 14.3121 9.2924
H: 3.7655 13.6568 8.4660
H: 3.3847 16.0073 9.2459
H: 3.1653 15.9234 7.5749
H: 4.0978 18.6235 8.2971
H: 4.3999 17.9172 6.6681
H: 5.6434 18.6370 7.5619
C: 17.6178 4.6996 14.6100
O: 17.7764 4.3399 15.9642
C: 17.5636 5.4518 16.8237
C: 17.9523 5.1847 18.2424
N: 19.4482 4.9993 18.2899
H: 19.7825 5.0925 19.2485
H: 19.6332 4.0408 17.9911
C: 20.1863 6.0461 17.4588
C: 21.6603 6.1364 17.8897
O: 22.3275 5.2345 17.0662
C: 23.7001 5.0828 17.3329
H: 16.5364 4.7945 14.4350
H: 17.9696 3.9554 13.9007
H: 18.1008 5.6568 14.3974
H: 16.4836 5.6389 16.8077
H: 18.1058 6.2945 16.3976
H: 17.5318 4.3111 18.7445
H: 17.6283 5.9815 18.9138
H: 19.7326 7.0093 17.6840
H: 20.1351 5.7320 16.4222
H: 21.8273 5.9329 18.9588
H: 22.0924 7.1241 17.6849
H: 24.1816 6.0673 17.3408
H: 24.1960 4.4274 16.6238
H: 23.8940 4.6606 18.3266
C: 16.3060 10.5106 17.5666
O: 17.6341 10.9398 17.3648
C: 18.2761 11.3433 18.5438
C: 19.4922 12.2543 18.2882
N: 19.1284 13.6002 17.6598
H: 18.4244 13.9854 18.2869
H: 19.9459 14.2119 17.6560
C: 18.5012 13.6265 16.2727
C: 19.4912 13.7537 15.1532
O: 20.5364 12.8393 15.2351
C: 21.1154 12.3115 14.0621
H: 15.6347 11.3134 17.8758
H: 16.2903 9.6727 18.2773
H: 15.9315 9.9826 16.6888
H: 18.4736 10.5111 19.2208
H: 17.6198 12.0821 19.0348
H: 20.3700 11.8480 17.7966
H: 19.6299 12.6150 19.3106
H: 17.8321 14.4857 16.2195
H: 17.8842 12.7334 16.2206
H: 19.8714 14.7831 15.1064
H: 18.9837 13.5694 14.1992
H: 21.0864 12.8942 13.1369
H: 20.6432 11.3450 13.8728
H: 22.1781 12.0731 14.1233
C: 8.6098 3.2198 12.1502
O: 9.2867 3.7053 13.3148
C: 8.4422 4.0928 14.3870
C: 9.3471 4.4853 15.5086
N: 9.9734 3.2706 16.2824
H: 10.3381 3.6314 17.1654
H: 9.2311 2.6349 16.5737
C: 11.1111 2.5805 15.5515
C: 12.3931 3.4158 15.3337
O: 12.8340 3.7118 16.6308
C: 14.0514 4.4350 16.6391
H: 9.4200 2.7136 11.6298
H: 8.2564 4.0375 11.5178
H: 7.7866 2.5572 12.4191
H: 7.7125 3.2901 14.5556
H: 7.7699 4.9011 14.0722
H: 8.7943 4.8671 16.3691
H: 10.1377 5.1899 15.2717
H: 10.6705 2.1087 14.6759
H: 11.3987 1.7113 16.1455
H: 12.2544 4.2701 14.6635
H: 13.0320 2.7246 14.7718
H: 14.7658 3.8033 16.0987
H: 14.2983 4.6661 17.6719
H: 14.0682 5.3749 16.0711
C: 11.4997 11.8625 15.0819
O: 10.5119 12.2483 16.0473
C: 10.9185 12.3688 17.3735
C: 9.9032 13.0736 18.2569
N: 8.4231 12.8789 17.8087
H: 7.8976 13.3943 18.5232
H: 8.1522 13.4341 16.9956
C: 7.7969 11.5096 17.6394
C: 7.7786 10.8337 18.9730
O: 7.3828 11.6410 20.0304
C: 7.0880 10.9115 21.2206
H: 12.2254 12.6761 14.9948
H: 11.0318 11.7781 14.1061
H: 12.0289 10.9558 15.3836
H: 11.9057 12.8456 17.3741
H: 11.0859 11.3705 17.8083
H: 9.9446 14.1477 18.0855
H: 9.9802 12.7297 19.2823
H: 8.3632 11.0090 16.8573
H: 6.8101 11.6921 17.2099
H: 8.7829 10.3867 19.0870
H: 7.2220 9.8889 18.9221
H: 6.6571 11.6084 21.9358
H: 7.9933 10.4428 21.6065
H: 6.2908 10.1721 21.1059

Calculated values
orbital gap: 4.749 eV
LUMO level: -8.07 eV
total charge: +5
energy above the lowest of the compared OMol25 structures with the same formula, charge and spin: 342.16 kJ/mol

=====

# 2
# C60H150N10O20

A cluster of 10 separate species, C60H150N10O20 in total at a distorted geometry (ωB97M-V/def2-TZVPD, OMol25).

CARTESIAN COORDINATES (ANGSTROEM)
C: 18.3167 -2.4490 -2.2534
O: 17.3066 -1.5325 -1.9975
C: 17.6273 -0.1713 -2.3607
C: 16.4285 0.7757 -2.1100
N: 15.8611 0.8157 -0.7156
C: 14.7495 1.6958 -0.6157
C: 14.1063 1.3644 0.8189
O: 13.6328 0.0111 0.9556
C: 12.3357 -0.1128 0.4154
H: 18.9345 -2.4151 -3.1507
H: 17.8185 -3.4157 -2.1794
H: 18.9873 -2.4359 -1.3942
H: 17.9711 -0.1987 -3.3947
H: 18.4864 0.0657 -1.7331
H: 15.5601 0.6669 -2.7598
H: 16.8014 1.7733 -2.3420
H: 15.5139 -0.0954 -0.4519
H: 13.9614 1.5267 -1.3494
H: 15.0669 2.7381 -0.5858
H: 13.4017 2.1651 1.0436
H: 14.9532 1.5125 1.4889
H: 11.9906 -1.1203 0.6476
H: 12.1661 0.1241 -0.6349
H: 11.6857 0.6322 0.8744
C: -4.8657 11.0992 -9.4196
O: -4.0911 9.9470 -9.6923
C: -2.6814 10.0798 -9.8173
C: -2.1302 8.6887 -10.0170
N: -0.6837 8.5281 -9.9118
C: -0.2267 8.7159 -8.5091
C: 1.3502 8.7787 -8.4167
O: 1.7815 9.1976 -7.1352
C: 3.1802 9.3333 -7.0727
H: -4.6132 11.6404 -8.5078
H: -5.9408 10.9202 -9.4039
H: -4.6734 11.8493 -10.1867
H: -2.2961 10.5176 -8.8964
H: -2.5420 10.7335 -10.6783
H: -2.2676 8.3975 -11.0584
H: -2.5734 7.9098 -9.3965
H: -0.3543 9.2661 -10.5176
H: -0.6617 7.9577 -7.8579
H: -0.6692 9.5510 -7.9660
H: 1.6335 9.4234 -9.2486
H: 1.8167 7.7954 -8.4770
H: 3.6492 8.3669 -7.2573
H: 3.5867 9.6322 -6.1065
H: 3.4678 10.0111 -7.8765
C: -4.2946 -10.1323 -1.4527
O: -3.7247 -11.4641 -1.4428
C: -4.7347 -12.4021 -1.0118
C: -4.1303 -13.8002 -1.0378
N: -3.8275 -14.1616 -2.4384
C: -3.3093 -15.5154 -2.6087
C: -2.8131 -15.8002 -4.0509
O: -1.7898 -14.8010 -4.3169
C: -1.0543 -15.1473 -5.4805
H: -4.5998 -9.8803 -0.4371
H: -5.0942 -10.0909 -2.1923
H: -3.5690 -9.4045 -1.8159
H: -5.6448 -12.3551 -1.6098
H: -5.1525 -12.1743 -0.0312
H: -4.8305 -14.5459 -0.6611
H: -3.3138 -13.7995 -0.3156
H: -3.1088 -13.5018 -2.6995
H: -4.0831 -16.2467 -2.3751
H: -2.4092 -15.5446 -1.9946
H: -3.5962 -15.7363 -4.8065
H: -2.3366 -16.7799 -4.0147
H: -0.0846 -14.6622 -5.3683
H: -1.4346 -14.6240 -6.3578
H: -0.9203 -16.2081 -5.6921
C: -4.3050 6.7289 -3.0586
O: -5.4895 6.8268 -2.2854
C: -6.4008 7.8210 -2.6630
C: -5.9907 9.1467 -2.0155
N: -7.0929 10.1466 -2.1584
C: -7.3943 10.5736 -3.5091
C: -8.2174 11.9225 -3.4730
O: -7.4038 13.0422 -3.0889
C: -8.1275 14.2095 -3.2181
H: -3.5786 7.5154 -2.8540
H: -4.4824 6.8091 -4.1310
H: -3.7524 5.8005 -2.9139
H: -7.3879 7.5045 -2.3261
H: -6.3956 7.9848 -3.7406
H: -5.0941 9.5394 -2.4951
H: -5.8349 8.9886 -0.9483
H: -6.7510 10.9394 -1.6343
H: -8.1014 9.9560 -4.0630
H: -6.4440 10.7242 -4.0215
H: -9.0123 11.8122 -2.7354
H: -8.6106 12.0679 -4.4791
H: -7.5328 15.0649 -2.8976
H: -9.0287 14.1119 -2.6128
H: -8.3179 14.3482 -4.2823
C: -10.3641 -5.3119 2.0080
O: -10.2857 -4.0215 2.5924
C: -8.9882 -3.5502 2.9496
C: -9.1025 -2.1959 3.5156
N: -9.5054 -1.0909 2.6306
C: -9.4081 0.2213 3.2146
C: -8.0008 0.7457 3.4613
O: -8.1508 2.1931 3.5829
C: -6.9524 2.9726 3.3945
H: -10.0938 -5.3122 0.9520
H: -11.3207 -5.7951 2.2067
H: -9.7211 -5.9471 2.6172
H: -8.3241 -3.5560 2.0853
H: -8.6147 -4.2043 3.7374
H: -8.1204 -1.9177 3.8979
H: -9.8360 -2.1419 4.3201
H: -10.4504 -1.1997 2.2912
H: -10.0589 0.2484 4.0886
H: -9.8772 0.8914 2.4942
H: -7.4320 0.4308 2.5865
H: -7.5416 0.1631 4.2600
H: -6.4198 2.7558 2.4685
H: -6.2445 2.6338 4.1509
H: -7.1803 4.0204 3.5900
C: -6.2851 -11.4401 -10.2818
O: -6.1385 -10.5219 -9.2017
C: -7.0325 -9.4734 -9.2624
C: -6.7002 -8.5391 -8.1090
N: -7.7246 -7.5403 -7.6932
C: -7.1421 -6.5610 -6.8009
C: -8.2269 -5.6442 -6.2422
O: -9.0974 -6.1790 -5.2616
C: -9.9821 -5.2387 -4.7271
H: -5.9882 -10.9470 -11.2074
H: -7.3347 -11.6727 -10.4614
H: -5.7590 -12.3450 -9.9777
H: -8.0956 -9.7137 -9.2777
H: -6.9315 -8.9792 -10.2286
H: -5.8234 -8.0170 -8.4921
H: -6.4065 -9.0224 -7.1771
H: -8.4692 -8.0751 -7.2694
H: -6.4516 -5.9123 -7.3399
H: -6.5698 -7.0466 -6.0105
H: -8.8966 -5.2385 -7.0005
H: -7.7176 -4.7365 -5.9186
H: -10.4490 -5.6071 -3.8136
H: -10.7541 -5.0005 -5.4587
H: -9.5066 -4.3204 -4.3824
C: 3.6962 -2.2911 7.6496
O: 3.1002 -3.1680 8.6649
C: 3.5266 -3.0748 9.9979
C: 2.5619 -3.8542 10.9926
N: 2.8763 -3.5576 12.3948
C: 2.3198 -4.5751 13.3088
C: 2.5122 -4.1509 14.7538
O: 1.6116 -4.9528 15.5628
C: 1.8127 -4.6390 16.9462
H: 3.2596 -2.5370 6.6816
H: 4.7683 -2.4499 7.5335
H: 3.5232 -1.2297 7.8275
H: 3.7086 -2.0511 10.3251
H: 4.4936 -3.5773 10.0216
H: 2.5382 -4.9269 10.8003
H: 1.5456 -3.4986 10.8228
H: 2.6144 -2.6435 12.7353
H: 2.8473 -5.5249 13.2202
H: 1.2410 -4.6595 13.1779
H: 2.2778 -3.0976 14.9081
H: 3.5623 -4.2433 15.0307
H: 1.7154 -3.5546 16.9985
H: 2.7771 -4.9013 17.3813
H: 0.9835 -5.0639 17.5120
C: 1.3628 7.3930 14.8863
O: 2.6355 7.5220 14.2114
C: 3.7925 7.5472 15.0313
C: 4.9228 7.8900 14.0105
N: 4.9714 6.7865 13.0494
C: 5.9308 6.9621 11.9225
C: 5.2589 7.5396 10.6345
O: 4.5739 6.6081 9.8493
C: 5.3369 5.7257 9.0843
H: 1.2177 6.4151 15.3454
H: 0.5395 7.6848 14.2342
H: 1.3153 8.0504 15.7544
H: 4.0427 6.5951 15.4991
H: 3.7085 8.2674 15.8451
H: 5.8919 7.9576 14.5048
H: 4.6924 8.8620 13.5743
H: 4.0313 6.5753 12.7466
H: 6.2411 5.9430 11.6917
H: 6.7529 7.6339 12.1694
H: 5.9357 8.1519 10.0386
H: 4.5331 8.2924 10.9419
H: 4.6294 4.9335 8.8395
H: 6.1401 5.2862 9.6755
H: 5.6998 6.1221 8.1360
C: 1.9843 4.4754 -1.0325
O: 2.3525 4.2256 0.3275
C: 3.2532 3.1128 0.4251
C: 2.7640 1.7572 -0.1827
N: 1.4093 1.4518 0.2823
C: 0.7501 0.2775 -0.3369
C: -0.5937 -0.0670 0.3678
O: -1.2869 -1.0298 -0.3822
C: -2.7437 -0.8014 -0.5168
H: 2.8022 4.9672 -1.5591
H: 1.0859 5.0914 -1.0712
H: 1.8088 3.5945 -1.6501
H: 3.3590 2.9153 1.4918
H: 4.2344 3.3755 0.0296
H: 3.4528 0.9718 0.1282
H: 2.7533 1.8391 -1.2695
H: 0.8298 2.2416 0.5284
H: 1.4342 -0.5548 -0.1710
H: 0.6808 0.4759 -1.4065
H: -1.1071 0.8930 0.4231
H: -0.5259 -0.3921 1.4060
H: -3.0807 0.2178 -0.7063
H: -3.1172 -1.1951 0.4286
H: -3.2811 -1.5051 -1.1525
C: 1.9436 0.2225 -6.7115
O: 2.6741 0.7801 -5.6145
C: 4.0762 0.4990 -5.7548
C: 4.4718 -0.9811 -5.8161
N: 4.5987 -1.6928 -4.5005
C: 5.2206 -3.0274 -4.5862
C: 4.9295 -3.7426 -3.2548
O: 3.5718 -3.8959 -2.8471
C: 3.3150 -4.6196 -1.6423
H: 0.9302 0.6237 -6.6973
H: 1.9236 -0.8545 -6.5449
H: 2.4171 0.5447 -7.6389
H: 4.6172 0.9998 -4.9519
H: 4.4995 0.9628 -6.6457
H: 5.4306 -0.9168 -6.3305
H: 3.8500 -1.5636 -6.4959
H: 3.7399 -1.6490 -3.9708
H: 6.2820 -2.8499 -4.7595
H: 4.7465 -3.5743 -5.4012
H: 5.4956 -3.2582 -2.4592
H: 5.3767 -4.7306 -3.3634
H: 3.9687 -4.2849 -0.8369
H: 3.5880 -5.6716 -1.7256
H: 2.3053 -4.5080 -1.2471

Calculated values
SMILES: COCCNCCOC.COCCNCCOC.COCCNCCOC.COCCNCCOC.COCCNCCOC.COCCNCCOC.COCCNCCOC.COCCNCCOC.COCCNCCOC.COCCNCCOC
orbital gap: 8.724 eV
LUMO level: 0.45 eV
energy above the lowest of the compared OMol25 structures with the same formula, charge and spin: 735.73 kJ/mol